Formula: C5H8O2
Source: OMol25
Level of theory: ωB97M-V with the def2-TZVPD basis set

Properties
Energy (a.u.): -345.58631
F_max (eV Å⁻¹): 0.40
Highest occupied orbital energy (Eh): -0.307
HOMO-LUMO gap (Ha): 0.3390
LUMO energy (eV): 0.882

Each line ends with the natural charge from an NBO analysis.
Cartesian coordinates (Å):
C -0.386 0.169 0.353  0.11
O 0.938 0.691 -0.039  -0.42
H 2.128 -0.865 0.579  0.22
O -2.068 -0.371 -0.819  -0.53
H -1.302 -1.832 0.500  0.19
C 0.403 0.401 1.564  -0.23
H 1.800 -0.817 -1.208  0.18
H 2.900 0.385 -0.441  0.21
C -0.972 -1.106 -0.254  -0.09
H -2.304 1.261 0.493  0.18
C -1.604 0.864 -0.255  -0.09
H 0.225 1.443 1.868  0.13
H -1.391 1.629 -1.011  0.19
C 2.010 -0.237 -0.307  -0.26
H -0.378 -1.616 -1.024  0.19


Formula: C3H4ClF
Source: OMol25
Level of theory: ωB97M-V with the def2-TZVPD basis set

Properties
Energy (a.u.): -676.67556
F_max (eV Å⁻¹): 6.45
Highest occupied orbital energy (Eh): -0.369
HOMO-LUMO gap (Ha): 0.4046
LUMO energy (eV): 0.959
SMILES: FC1(Cl)CC1

Each line ends with the natural charge from an NBO analysis.
Cartesian coordinates (Å):
C -0.510 -0.013 0.706  -0.46
C -0.220 -0.503 -0.667  -0.45
Cl 2.124 -0.006 0.063  0.03
C 0.587 0.579 -0.055  0.24
H 0.286 -1.452 -0.781  0.24
F 0.621 1.925 -0.150  -0.31
H -0.242 -0.943 1.353  0.23
H -1.441 0.660 0.855  0.25
H -1.206 -0.247 -1.323  0.23


Formula: C5H16N4
Source: OMol25
Level of theory: ωB97M-V with the def2-TZVPD basis set

Properties
Energy (a.u.): -418.99955
F_max (eV Å⁻¹): 3.03
Highest occupied orbital energy (Eh): -0.298
HOMO-LUMO gap (Ha): 0.3320
LUMO energy (eV): 0.915
SMILES: CN(N)CN(C)N(C)C

Each line ends with the natural charge from an NBO analysis.
Cartesian coordinates (Å):
H -0.080 -0.103 2.218  0.21
C -1.580 -1.183 0.317  -0.43
H -1.300 -1.786 1.177  0.22
C 0.206 0.278 1.207  -0.11
N -0.693 0.748 -0.932  -0.28
H 0.459 -0.430 -2.200  0.20
N -0.543 -0.189 0.108  -0.33
H 0.496 1.320 1.027  0.20
H 1.797 -0.876 -0.562  0.32
H 1.156 -2.156 0.248  0.35
H -0.336 0.953 -2.962  0.20
H -2.567 -0.741 0.509  0.18
H -1.802 2.376 -1.567  0.21
C 2.676 0.244 1.698  -0.43
H -1.648 -1.833 -0.559  0.20
H 3.561 -0.378 1.833  0.21
N 1.848 -1.417 0.308  -0.66
H 2.869 0.958 0.881  0.15
H -2.077 1.901 0.114  0.21
H -1.282 -0.499 -2.570  0.16
C -0.460 0.151 -2.234  -0.41
H -2.810 0.956 -1.207  0.17
C -1.922 1.526 -0.897  -0.43
H 2.485 0.796 2.617  0.19
N 1.545 -0.617 1.428  -0.31


Formula: C5H8N2
Source: OMol25
Level of theory: ωB97M-V with the def2-TZVPD basis set

Properties
Energy (a.u.): -304.69419
F_max (eV Å⁻¹): 1.90
Highest occupied orbital energy (Eh): -0.220
HOMO-LUMO gap (Ha): 0.2366
LUMO energy (eV): 0.462

Each line ends with the natural charge from an NBO analysis.
Cartesian coordinates (Å):
C -0.531 0.875 -0.135  0.54
H 1.636 0.024 2.191  0.24
H 0.179 -2.224 -1.375  0.20
H -2.311 0.715 0.823  0.40
N -0.940 1.620 -1.176  -0.76
C 0.671 -2.265 -0.414  -0.68
H -1.852 2.043 -1.210  0.40
H 1.512 0.831 -0.788  0.19
C 1.255 -0.253 1.228  -0.54
C 0.949 -1.144 0.272  0.11
N -1.309 0.720 0.941  -0.79
H -0.320 1.736 -1.960  0.41
H -0.741 0.156 1.687  0.44
H 0.974 -3.232 -0.033  0.21
C 0.830 0.398 -0.052  -0.38


Formula: C21H22Cl2GaN3O4
Source: OMol25
Level of theory: ωB97M-V with the def2-TZVPD basis set

Properties
Energy (a.u.): -4123.36986
F_max (eV Å⁻¹): 0.12
Highest occupied orbital energy (Eh): -0.525
Charge: +2
HOMO-LUMO gap (Ha): 0.2754
LUMO energy (eV): -6.805

Each line ends with the natural charge from an NBO analysis.
Cartesian coordinates (Å):
N 3.085 -0.912 3.083  -0.30
C 2.188 0.466 1.261  -0.72
H 2.075 -1.357 4.881  0.23
H -0.936 0.966 -4.023  0.23
H -5.255 -0.810 -2.395  0.23
C 2.426 2.215 -2.043  -0.22
O -2.189 0.408 5.060  -0.29
C -4.051 -0.356 -4.113  -0.18
Ga -0.794 -0.539 2.173  1.62
H 3.115 1.030 1.254  0.27
H 4.512 -0.500 1.571  0.23
C -2.842 0.150 -4.565  -0.17
C 2.062 -0.415 2.458  0.73
Cl -1.397 -2.854 2.688  0.09
H 2.673 -1.002 -3.066  0.24
C -1.067 0.211 -0.013  0.74
C -3.348 -0.003 -1.847  -0.23
N -1.571 2.289 -0.684  -0.61
H -2.591 -3.027 0.649  0.27
H 3.827 -1.623 4.891  0.24
O -0.746 -1.004 0.224  -0.74
C -1.725 0.076 4.106  0.58
H -3.508 -3.703 2.065  0.27
H 0.657 3.132 -1.258  0.23
H -3.568 -0.031 -0.783  0.20
C 1.094 2.221 -1.644  -0.16
H 4.960 0.040 3.211  0.24
H 4.031 1.059 -2.869  0.24
C -1.679 2.288 0.674  0.79
C 2.919 -1.718 4.302  -0.42
C 2.999 1.057 -2.545  -0.19
O 0.877 -0.703 2.930  -0.85
C 4.473 -0.740 2.627  -0.42
C -2.906 -2.888 1.677  -0.37
Cl -3.738 -1.355 1.849  0.09
H -4.798 -0.685 -4.822  0.24
H 4.993 -1.681 2.785  0.24
C -1.128 1.024 -1.282  -0.03
N -1.297 0.944 1.060  -0.83
C 0.331 1.068 -1.762  -0.07
C -4.306 -0.430 -2.750  -0.19
C -2.127 0.492 -2.298  0.01
C -1.877 0.573 -3.660  -0.22
H -2.646 0.220 -5.626  0.24
H 1.365 1.178 1.254  0.25
O -2.011 3.139 1.439  -0.54
C 2.236 -0.101 -2.656  -0.20
C 0.907 -0.098 -2.266  -0.22
H 3.009 3.124 -1.974  0.24
H 2.770 -2.764 4.038  0.23
H 2.134 -0.129 0.343  0.29
H -1.929 3.055 -1.233  0.45
H 0.310 -0.996 -2.372  0.24


Formula: C17H23CrF4N4Se
Source: OMol25
Level of theory: ωB97M-V with the def2-TZVPD basis set

Properties
Energy (a.u.): -4725.77847
2S+1: 5
F_max (eV Å⁻¹): 0.55
Highest occupied orbital energy (alpha / beta) (Eh): -0.373 / -0.386
Charge: +1
HOMO-LUMO gap (alpha / beta) (Ha): 0.2902 / 0.2894
LUMO energy (alpha / beta) (eV): -2.259 / -2.634

Each line ends with the Mulliken spin population.
Cartesian coordinates (Å):
H 1.833 -2.382 -1.562  -0.01
C 1.851 4.414 -1.195  0.02
C -1.993 1.563 1.546  -0.01
H -0.553 -5.107 3.081  0.00
C 2.769 2.385 -0.456  -0.05
H 1.583 -3.843 -2.540  0.00
C 3.144 4.879 -1.378  0.00
H -1.136 3.828 0.011  0.00
H -1.766 1.469 -1.795  -0.01
H -0.411 0.748 2.801  -0.02
H -0.955 -3.378 2.963  0.00
H -2.135 -0.549 -2.125  -0.02
C -1.503 0.782 2.750  0.05
C -1.882 1.972 -0.837  0.05
H -2.855 -1.905 -1.279  0.00
F 5.076 2.028 -0.344  0.00
H -3.080 1.693 1.582  0.01
C -0.218 -4.140 2.719  0.00
C 0.012 -5.055 -0.763  0.00
H -2.554 -0.812 0.904  -0.02
H -1.852 1.280 3.655  0.00
H -2.911 2.340 -0.766  0.01
H -3.564 0.171 -0.151  0.00
C 4.054 2.833 -0.634  -0.01
H 0.732 -3.881 3.178  0.00
C 4.262 4.115 -1.108  0.01
H -0.765 -6.235 0.932  0.00
N -0.058 -4.231 1.271  0.00
H -1.550 2.557 1.564  0.00
C 0.466 -3.273 0.491  0.00
H -1.867 -0.243 2.774  0.00
H 0.328 -2.585 -2.492  0.00
C 1.097 -3.098 -1.917  0.02
N -1.649 0.944 0.230  -0.21
F 3.293 6.124 -1.831  0.00
Se 1.114 -1.647 1.106  0.01
C -0.339 -5.345 0.506  0.00
C -2.549 -0.215 -0.006  0.04
N 0.419 2.483 -0.499  0.01
C -0.867 3.103 -0.765  0.02
F 0.823 5.235 -1.470  0.00
C 1.612 3.118 -0.727  0.07
H 5.257 4.506 -1.259  0.00
H -1.152 -1.517 -1.014  0.00
N 0.510 -3.767 -0.762  0.00
Cr 0.456 0.633 0.142  3.98
H -0.051 -5.640 -1.663  0.00
F 2.556 1.089 0.020  -0.02
C -2.142 -1.087 -1.178  0.07
H -0.891 3.642 -1.713  0.00